ORCA calculation (ωB97M-V/def2-TZVPD) on C4H6CuO2 as an isolated structure.

**Kohn-Sham gap (spin up / spin down)**: 6.63 / 7.15 eV
**Multiplicity**: 2
**⟨S²⟩**: 0.757
**Energy above the lowest of the compared OMol25 structures with the same formula, charge and spin**: 61.29 kcal/mol
**E**: -52973.0089 eV
**F_max**: 0.046 Eh/bohr

Last column: Löwdin charge in e.
Cartesian coordinates (Å):
O -0.15162 -0.74280 0.36830  -0.08
Cu 3.36779 -2.20119 -0.20013  0.45
C 1.12857 -0.81827 0.11626  -0.25
O 1.75005 0.29651 0.35597  -0.21
C 3.19772 0.19363 0.36674  -0.07
C -0.91501 0.43858 0.01987  -0.23
C -2.36834 0.04820 -0.08809  -0.08
H 3.49553 0.86687 -0.46451  -0.03
H -0.75611 1.19638 0.79826  0.12
H -0.52807 0.83607 -0.92753  0.12
H -2.67407 -0.57606 0.76209  0.08
H -2.98312 0.95866 -0.08583  0.08
H -2.56331 -0.49659 -1.02142  0.08